# 1
{
  "formula": "H28O14",
  "method": "ωB97M-V with the def2-TZVPD basis set",
  "symbols": ["O", "O", "O", "O", "O", "O", "O", "O", "O", "O", "O", "O", "O", "O", "H", "H", "H", "H", "H", "H", "H", "H", "H", "H", "H", "H", "H", "H", "H", "H", "H", "H", "H", "H", "H", "H", "H", "H", "H", "H", "H", "H"],
  "positions_angstrom": [[2.94320, 2.02181, 0.57804], [0.66051, 1.24747, -1.52271], [-0.24783, 3.74280, -2.02941], [0.92360, -2.99512, -1.05984], [0.30161, 1.48910, -4.07945], [0.20789, -1.59687, -3.27013], [-2.63718, 0.35942, 1.31656], [-0.49027, -0.66537, -0.10401], [0.10080, 1.91461, 1.73017], [-2.37801, -3.01331, 0.25954], [2.11066, -0.51629, 0.97610], [-2.38560, 2.42542, -0.47220], [1.42998, -2.88976, 2.35768], [-0.97081, -1.91664, 2.76827], [2.03386, -2.87145, 3.13065], [2.32021, 1.37895, 1.01026], [-1.88259, -2.05852, 2.80744], [1.13163, 1.37579, -4.58549], [0.62388, -2.49312, 2.62515], [1.10347, 1.75941, -0.81014], [-0.31976, 0.11645, -0.64277], [-1.90279, -0.15641, 0.88809], [0.71612, -3.73936, -0.52815], [-0.56365, -1.17822, -2.97635], [-0.11257, 4.28468, -1.27514], [2.77476, 2.87949, 0.93934], [2.54452, -0.42854, 0.09592], [0.51027, 1.47601, -3.10932], [-0.72441, -1.14222, 3.27327], [0.30478, -0.68646, 0.48098], [-0.15326, 2.89247, -1.61802], [0.51197, -2.25860, -0.60396], [-0.39948, 1.48650, 2.40585], [0.54529, -2.06338, -2.50770], [-3.46181, 0.10317, 0.94867], [2.17288, -1.41666, 1.36706], [-2.21178, 3.22916, -0.09680], [-1.75669, -2.32537, 0.37927], [0.69072, 2.45517, 2.28045], [-2.22167, 1.76548, 0.18488], [-3.25865, -2.69310, 0.33080], [1.41621, 0.70142, -1.84283]],
  "forces_ev_per_a": [[-0.75, -1.44, -0.19], [1.85, -0.65, 1.25], [0.11, 0.24, -0.62], [0.73, 0.77, -0.40], [0.71, -0.08, 0.09], [1.75, -0.32, -1.04], [1.84, -0.11, 0.80], [0.16, -0.78, 1.14], [1.05, 0.82, -0.06], [0.06, -2.12, -0.11], [0.00, 0.24, -0.57], [-0.76, -2.42, -2.43], [2.82, -0.44, 0.01], [2.48, 0.29, -0.21], [-0.65, -0.17, -0.67], [0.84, 0.80, -0.13], [-2.23, -0.19, 0.18], [-0.74, 0.03, 0.66], [-1.69, 0.28, 0.51], [-0.18, -0.08, -0.27], [0.03, 0.37, -0.53], [-0.73, 0.27, 0.06], [-0.26, -1.25, 0.64], [-1.82, 1.02, 0.45], [0.09, 1.39, 0.84], [-0.15, 0.75, 0.32], [-0.16, -0.83, 1.14], [-0.31, 0.38, -1.99], [-0.56, 0.28, 0.20], [-0.42, 0.27, -0.20], [-0.52, -0.76, -0.42], [-0.35, 0.28, 0.11], [-1.06, -0.72, 0.47], [0.05, -0.68, 0.13], [-1.01, -0.39, -0.66], [0.14, 0.10, -0.57], [0.68, 3.17, 1.43], [0.77, 1.45, 0.03], [-0.08, 0.04, -0.42], [-0.07, -0.59, 0.97], [-0.87, 0.66, 0.02], [-0.77, 0.16, 0.05]],
  "mulliken_charge": [-0.617, -0.874, -0.569, -0.711, -0.629, -0.616, -0.703, -0.377, -0.506, -0.628, -0.795, -0.595, -0.672, -0.727, 0.308, 0.329, 0.314, 0.294, 0.466, 0.357, 0.257, 0.426, 0.328, 0.289, 0.318, 0.323, 0.349, 0.305, 0.291, 0.255, 0.336, 0.411, 0.242, 0.386, 0.286, 0.330, 0.265, 0.241, 0.275, 0.369, 0.307, 0.363],
  "de_lowest_kcal_mol": 51.9,
  "gap_ha": 0.3413,
  "largest_force_ha_per_bohr": 0.0689,
  "charge": 0
}

=====

# 2
{
  "formula": "C4H8O3",
  "method": "ωB97M-V with the def2-TZVPD basis set",
  "symbols": ["O", "O", "O", "C", "C", "C", "C", "H", "H", "H", "H", "H", "H", "H", "H"],
  "positions_angstrom": [[-1.92215, -0.73990, -0.04891], [1.26747, 0.51552, 0.37126], [0.76988, -1.38384, -0.75415], [0.45865, -0.47148, 0.09875], [-0.77341, -0.83355, 0.76818], [-2.40398, 0.57956, -0.16573], [2.57785, 0.47202, -0.22207], [2.98638, -0.53819, -0.15060], [-2.61588, 1.01740, 0.82204], [-0.09863, -1.92872, -0.12498], [3.18082, 1.18281, 0.34196], [-3.33001, 0.53870, -0.74650], [-0.92666, -0.41186, 1.76720], [-1.68554, 1.23306, -0.68553], [2.51520, 0.76849, -1.27091]],
  "forces_ev_per_a": [[0.00, -0.12, -0.02], [-0.22, -0.14, 0.03], [-0.14, 0.03, 0.08], [-0.03, -0.08, 0.04], [0.09, 0.30, 0.29], [-0.14, 0.28, -0.07], [0.23, 0.00, -0.09], [-0.05, 0.15, 0.00], [0.04, -0.09, -0.13], [0.23, -0.05, -0.20], [-0.08, -0.10, -0.09], [0.13, 0.02, 0.08], [0.01, -0.04, -0.14], [-0.08, -0.11, 0.07], [0.01, -0.04, 0.15]],
  "mulliken_charge": [-0.294, -0.335, -0.503, 0.765, -0.763, -0.620, -0.638, 0.316, 0.281, 0.491, 0.231, 0.232, 0.289, 0.260, 0.288],
  "de_lowest_kcal_mol": 113.0,
  "gap_ha": 0.3261,
  "largest_force_ha_per_bohr": 0.0084,
  "smiles": "CO/C=C(\\O)OC",
  "charge": 0
}

=====

# 3
{
  "formula": "C14H18IrN2O5",
  "method": "ωB97M-V with the def2-TZVPD basis set",
  "symbols": ["Ir", "O", "O", "O", "O", "O", "N", "N", "C", "C", "C", "C", "C", "C", "C", "C", "C", "C", "C", "C", "C", "C", "H", "H", "H", "H", "H", "H", "H", "H", "H", "H", "H", "H", "H", "H", "H", "H", "H", "H"],
  "positions_angstrom": [[-1.31362, -1.25910, -0.91892], [-1.18086, -3.14709, 3.05503], [-2.04491, -3.06067, -1.09926], [-2.68470, -4.62750, 0.36738], [0.73253, -2.41770, -0.66603], [-1.20883, -1.55294, 1.43695], [-1.04055, 0.70914, -0.74974], [-1.02168, 3.11385, -0.30520], [-0.89609, -2.59442, 1.99547], [-0.66723, 3.65948, 1.02605], [2.01932, -4.34536, -0.85124], [0.59548, -3.82547, -1.03896], [-0.27202, 5.11726, -1.50008], [-1.38268, 4.09153, -1.35903], [2.51580, -3.49381, 0.34224], [0.22977, -3.56995, 1.28717], [-1.03553, 1.84966, -0.52729], [0.06381, 5.75115, -0.15278], [1.28279, -2.64673, 0.65227], [-1.82949, -4.02332, -0.20910], [-0.33720, -4.33267, 0.07301], [0.44053, 4.68733, 0.87493], [0.62023, -4.21490, 2.06578], [0.87968, 6.46368, -0.26831], [-1.57533, 4.10992, 1.43545], [2.61281, -4.15734, -1.74285], [-0.38499, 2.82315, 1.66303], [0.18503, -3.88897, -2.04084], [0.62905, 5.13678, 1.85059], [-0.28366, -5.40722, 0.23339], [1.35979, 4.18018, 0.56920], [3.34112, -2.84623, 0.05428], [2.82905, -4.08510, 1.20086], [1.45432, -1.69779, 1.15049], [2.03102, -5.41584, -0.65511], [0.61415, 4.62910, -1.91505], [-0.79978, 6.31804, 0.20975], [-1.56720, 3.53737, -2.27734], [-2.32039, 4.55928, -1.04720], [-0.58959, 5.87321, -2.21896]],
  "forces_ev_per_a": [[-0.10, -0.02, 0.10], [-0.06, -0.07, 0.17], [-0.12, -0.06, -0.13], [-0.07, 0.01, -0.04], [0.12, 0.03, -0.01], [-0.16, 0.01, 0.06], [0.14, -0.11, 0.07], [0.05, 0.05, 0.03], [0.27, 0.01, -0.41], [-0.09, -0.07, -0.06], [-0.06, 0.01, -0.02], [0.05, 0.01, 0.03], [0.02, -0.02, -0.05], [-0.11, -0.10, 0.08], [0.05, -0.06, 0.03], [-0.12, 0.08, 0.29], [-0.02, 0.02, -0.09], [-0.03, 0.03, 0.02], [-0.10, 0.07, -0.01], [0.31, 0.08, 0.21], [-0.22, -0.01, -0.24], [0.03, -0.02, 0.04], [0.06, 0.00, -0.06], [0.00, 0.00, 0.00], [0.04, 0.03, 0.02], [-0.01, -0.01, 0.00], [0.03, 0.04, 0.02], [-0.01, -0.02, 0.01], [0.00, 0.01, -0.01], [0.06, 0.00, 0.00], [0.00, 0.00, 0.00], [0.00, 0.01, 0.01], [0.01, 0.00, -0.01], [0.00, -0.02, 0.01], [0.00, 0.00, 0.01], [0.00, 0.01, 0.00], [0.00, 0.00, 0.00], [0.03, 0.04, -0.02], [0.02, 0.04, -0.03], [0.00, 0.01, 0.01]],
  "mulliken_charge": [0.904, -0.326, -0.599, -0.526, -0.553, -0.535, -0.754, -0.033, 0.431, -0.720, -0.885, 0.077, -0.528, -0.734, -0.953, -0.134, 0.923, -0.625, -0.053, 0.215, -0.240, -0.524, 0.627, 0.311, 0.277, 0.354, 0.436, 0.589, 0.332, 0.548, 0.304, 0.339, 0.402, 0.606, 0.366, 0.302, 0.316, 0.441, 0.290, 0.332],
  "de_lowest_kcal_mol": 0.0,
  "spin_multiplicity": 5,
  "gap_ha": [0.3703, 0.2214],
  "largest_force_ha_per_bohr": 0.0095,
  "charge": 1
}

=====

# 4
{
  "formula": "C13H28BBr2NO4SiSn",
  "method": "ωB97M-V with the def2-TZVPD basis set",
  "symbols": ["Sn", "Br", "Br", "Si", "O", "O", "O", "O", "N", "C", "C", "C", "C", "C", "C", "C", "C", "C", "C", "C", "C", "C", "B", "H", "H", "H", "H", "H", "H", "H", "H", "H", "H", "H", "H", "H", "H", "H", "H", "H", "H", "H", "H", "H", "H", "H", "H", "H", "H", "H", "H"],
  "positions_angstrom": [[-5.42668, -1.34240, 0.14654], [-3.72798, 0.09761, -1.76117], [-0.23476, -2.81388, -1.85896], [-0.80268, -0.68129, 0.39489], [-3.55817, -0.63829, 1.41592], [-2.10502, -1.59737, 2.96433], [-2.29085, 2.12327, 0.97794], [0.39624, -1.62161, 0.94449], [-1.31738, 4.73520, 0.29742], [-0.49316, 3.54907, 0.17149], [-1.21923, 2.20668, 0.03337], [2.49688, -1.01766, -0.24281], [4.67873, -0.39961, 0.92594], [-0.23007, 1.08990, 0.27684], [-2.42067, -1.28947, -2.08039], [-1.37580, -1.49054, -1.26290], [3.04265, -2.37705, -0.70644], [-4.59743, -0.12994, 2.18723], [3.61206, 0.01927, -0.09532], [-2.72793, -2.00545, -3.35034], [4.19502, 0.33099, -1.47155], [1.75732, -1.15952, 1.06805], [-2.24247, -1.01163, 1.78073], [4.11755, -0.51461, -2.14148], [3.67071, 1.15311, -1.93823], [-3.55152, -1.54162, -3.86849], [4.49112, -1.36800, 1.36341], [2.59898, -3.18713, -0.14520], [3.14093, 0.93852, 0.24496], [0.20610, 3.65997, -0.64711], [5.23800, 0.60046, -1.41323], [4.11314, -2.44303, -0.58805], [2.80886, -2.57521, -1.74115], [-3.09953, 2.32284, 0.51349], [1.84049, -0.68348, -1.04556], [-5.17710, -0.96629, 2.60261], [2.26443, -1.91629, 1.64758], [5.64860, -0.43859, 0.45530], [1.82824, -0.26505, 1.67536], [-5.16838, 0.33425, 1.34085], [0.55479, 1.17687, -0.46465], [-1.57345, 2.17675, -0.99529], [-3.00198, -3.02629, -3.11992], [-1.60159, 4.83761, 1.25901], [-1.85752, -2.00160, -3.98673], [-1.39066, -1.24135, 3.50265], [0.24765, 1.29577, 1.22991], [-2.18494, 4.64787, -0.21279], [4.76894, 0.34111, 1.70481], [-4.44100, 0.63051, 2.93765], [0.10054, 3.47666, 1.07495]],
  "forces_ev_per_a": [[1.25, -0.23, -1.16], [-0.68, 0.21, 0.92], [0.56, -0.64, -0.13], [0.05, -0.03, 0.04], [-0.25, -0.72, -1.11], [-0.61, 0.81, 0.70], [-0.01, -0.64, 0.07], [0.33, 0.20, 0.14], [-0.23, -0.27, 0.03], [-0.12, 0.09, 0.53], [0.46, 0.57, -0.17], [0.33, -0.35, -0.17], [-0.07, 0.29, -0.28], [-0.47, -0.08, -0.21], [0.71, -0.57, 0.05], [-1.00, 1.03, 0.13], [-0.26, -0.01, 0.01], [-1.03, -0.57, -0.27], [-0.02, 0.04, -0.32], [-0.41, 0.21, 0.16], [-0.02, -0.01, 0.01], [0.28, -0.53, 0.16], [0.83, -0.01, -0.47], [0.09, -0.30, -0.18], [-0.19, 0.26, -0.19], [-0.18, 0.08, -0.30], [-0.05, -0.27, 0.27], [-0.12, -0.28, 0.23], [-0.08, 0.20, 0.26], [0.16, -0.04, -0.36], [0.32, 0.18, 0.01], [0.34, -0.04, 0.04], [0.08, 0.01, -0.41], [-0.28, 0.39, -0.06], [-0.41, 0.35, 0.08], [-0.17, 0.24, 0.59], [0.06, -0.31, 0.26], [0.35, -0.17, -0.14], [-0.36, 0.47, 0.00], [-0.80, 1.20, 0.98], [0.31, -0.11, -0.24], [-0.50, -0.26, -0.16], [0.05, -0.43, -0.10], [0.02, 0.16, 0.22], [0.26, -0.09, -0.28], [0.55, -0.65, 0.13], [0.18, -0.07, 0.37], [-0.02, 0.18, -0.41], [-0.03, 0.12, 0.42], [0.52, 0.26, 0.07], [0.30, 0.12, 0.24]],
  "mulliken_charge": [0.886, -0.075, 0.018, -0.459, 0.269, -0.388, -0.549, -0.425, -0.623, -1.045, 0.158, 1.109, -1.688, -0.488, 0.182, 0.688, -1.912, -0.616, 0.701, -1.678, -1.592, -1.229, 0.267, 0.327, 0.357, 0.484, 0.360, 0.374, 0.340, 0.407, 0.462, 0.478, 0.385, 0.358, 0.235, 0.312, 0.598, 0.412, 0.323, 0.280, 0.326, 0.334, 0.384, 0.319, 0.418, 0.349, 0.446, 0.235, 0.353, 0.364, 0.471],
  "gap_ha": 0.1489,
  "largest_force_ha_per_bohr": 0.0339,
  "charge": 2
}